Molecular formula: C11H24Cl2Si
Method: DFT, wB97M-V/def2-TZVPD

XYZ file:
```
38
Properties=species:S:1:pos:R:3:forces:R:3
C -3.97271 0.59727 -2.19118 -1.2 -0.6 -1.4
C -3.01636 0.57336 -3.44800 0.8 1.6 2.0
C -1.60105 0.12717 -3.00916 -1.0 -1.5 -0.4
C -1.64467 -1.30323 -2.37224 0.4 0.3 -1.2
C -0.23725 -1.82558 -2.00949 -0.2 0.9 0.7
C 0.22633 -1.08789 -0.75350 1.5 -0.7 -0.5
C 1.69218 -1.45996 -0.38970 -1.9 -0.2 1.7
C 2.13619 -0.58383 0.80382 0.3 -2.0 0.4
C 1.16670 -0.62430 2.02030 -1.1 -1.5 -2.5
C 1.75056 -0.02067 3.22084 1.9 0.2 2.7
Si 2.04760 1.82769 3.02715 0.7 -1.2 -0.1
C 2.08412 2.77015 4.65804 1.6 -0.8 1.1
Cl 3.89842 1.77412 1.97892 -0.6 0.9 0.6
Cl 0.45288 2.34060 1.78306 0.5 0.8 0.3
H -3.75297 -0.17904 -1.41671 0.2 1.2 -0.5
H -3.99940 1.64310 -1.81556 -0.2 -1.0 0.2
H -4.99718 0.25230 -2.55228 0.9 0.9 0.5
H -3.02248 1.58974 -3.92019 0.3 -0.6 0.6
H -3.35857 -0.01918 -4.24646 -0.6 -1.3 -0.7
H -1.12269 0.71906 -2.30351 0.2 1.9 1.5
H -0.88790 0.17752 -3.81886 0.1 -0.5 -0.7
H -1.99570 -1.89012 -3.18110 -0.6 -1.1 -0.8
H -2.44699 -1.36456 -1.60370 1.2 -0.1 -0.1
H -0.14226 -2.89702 -1.83291 -0.5 -0.2 -0.1
H 0.49507 -1.60129 -2.81400 -0.6 0.0 0.2
H 0.14861 -0.01643 -0.98214 0.0 -0.1 0.7
H -0.33607 -1.39751 0.13325 -0.5 0.4 -0.4
H 2.34869 -1.40386 -1.21243 0.9 0.5 -1.1
H 1.65613 -2.54155 -0.13695 0.2 0.5 0.2
H 2.18922 0.42597 0.45023 0.4 0.5 -0.2
H 3.13668 -0.95903 1.16426 -0.8 0.7 -0.4
H 0.21471 -0.15139 1.72800 0.6 0.5 0.2
H 0.73246 -1.64029 2.09061 0.9 -0.1 0.7
H 1.11445 -0.11026 4.10359 -0.4 -0.1 0.0
H 2.75156 -0.49657 3.62658 -1.7 0.8 -1.2
H 2.28526 2.08438 5.55236 -0.3 0.3 -1.4
H 2.90071 3.51848 4.80768 -0.9 -0.2 -0.6
H 1.10567 3.15265 4.86139 -0.5 0.7 0.0
```
Forces are in eV/Å.

As for the energy above the lowest of the compared OMol25 structures with the same formula, charge and spin: 134.8 kJ/mol. The value obtained for the LUMO energy is 0.6 eV. The SMILES is CCCCCCCCCC[Si](C)(Cl)Cl. As for the HOMO energy: -10.041 eV. Its orbital gap is 10.65 eV.

Löwdin population analysis, charges in e, atoms 1 to 8:
1 C -0.104
2 C -0.235
3 C -0.212
4 C -0.200
5 C -0.204
6 C -0.222
7 C -0.198
8 C -0.259



Molecular formula: C11H24ClN3NaOV
Method: DFT, wB97M-V/def2-TZVPD

XYZ file:
```
42
Properties=species:S:1:pos:R:3:forces:R:3
N 1.91675 0.74130 -0.24283 -3.6 -2.3 0.5
C 2.71947 1.63459 -0.41371 2.8 3.4 -0.5
O 3.50884 2.50628 -0.56592 -2.4 -2.8 0.4
Na -0.14347 -0.05949 3.06459 0.0 0.6 0.8
V 0.17331 -0.10567 -0.11046 2.4 1.1 -0.6
N 0.04476 -1.42960 1.26295 -0.3 0.9 -1.1
N -0.27350 -0.70045 -1.82173 -0.3 1.4 2.1
C 1.02396 -2.46575 1.69479 0.7 0.0 0.2
C 0.63719 -0.89893 -2.96857 1.0 -0.2 -0.7
C 0.67756 -2.96547 3.11042 -0.3 0.0 0.1
C 1.02027 -3.64049 0.71900 -0.1 -0.3 -0.1
C 2.40893 -1.82157 1.72219 0.4 -0.1 0.0
C 0.95125 0.46043 -3.59213 -0.1 0.6 0.1
C 0.02039 -1.77996 -4.05547 -0.5 -0.4 0.0
C 1.92483 -1.54408 -2.47736 0.3 -0.3 0.2
H 0.62100 -2.14920 3.86290 0.1 -0.4 -0.3
H 1.46662 -3.64729 3.45925 -0.2 0.3 -0.1
H -0.26649 -3.53089 3.12349 0.3 0.2 0.1
H 0.03780 -4.13465 0.68344 0.4 0.0 0.0
H 1.76599 -4.37605 1.05745 -0.3 0.2 -0.2
H 1.29059 -3.31570 -0.29682 -0.1 -0.1 0.4
H 2.68554 -1.39136 0.74853 0.0 -0.3 0.3
H 3.14912 -2.59527 1.98037 -0.2 0.4 -0.1
H 2.49945 -1.02202 2.47683 -0.1 -0.2 -0.2
H 0.03155 0.94117 -3.94276 0.2 0.0 -0.1
H 1.62924 0.33856 -4.44529 -0.2 -0.1 0.2
H 1.42643 1.13553 -2.87214 0.0 -0.1 -0.1
H -0.83807 -1.29920 -4.53997 0.2 -0.1 0.1
H -0.29778 -2.74641 -3.65047 0.0 0.1 -0.1
H 0.76345 -1.97916 -4.84017 -0.1 0.2 0.3
H 2.61304 -1.67337 -3.32056 -0.2 0.0 0.2
H 1.72623 -2.53286 -2.05161 0.1 0.1 -0.2
H 2.43418 -0.93648 -1.72506 0.0 -0.1 -0.2
C -1.37650 -1.79414 1.38187 -0.1 -0.7 -0.7
H -1.97334 -1.09178 0.78151 -0.2 -0.2 0.1
H -1.52406 -2.82037 1.00258 -0.2 0.5 0.2
H -1.79250 -1.76453 2.41817 0.4 0.1 -0.5
C -1.69679 -0.55132 -2.14315 -0.7 -0.3 0.2
H -2.23161 -0.11005 -1.29161 0.0 0.0 -0.1
H -1.86461 0.10604 -3.01425 0.4 -0.1 0.4
H -2.18341 -1.51505 -2.37569 0.4 0.2 0.2
Cl -0.93303 1.59570 0.97996 0.5 -1.2 -1.0
```
Forces are in eV/Å.

The value obtained for the LUMO energy (spin up / spin down) is -10.1 / -10.0 eV. As for the HOMO energy (spin up / spin down): -16.611 / -16.628 eV. Its orbital gap (spin up / spin down) is 6.53 / 6.65 eV. As for the total charge: +2.

Löwdin population analysis, charges in e, atoms 1 to 8:
1 N 0.022
2 C -0.321
3 O 0.245
4 Na 0.536
5 V 0.836
6 N -0.259
7 N -0.116
8 C -0.631



Molecular formula: C11H24CoN4O4S
Method: DFT, wB97M-V/def2-TZVPD

XYZ file:
```
45
Properties=species:S:1:pos:R:3:forces:R:3
Co -2.85012 1.41105 0.36548 -0.3 0.0 -0.5
N -4.24850 1.73945 -1.39547 0.2 -0.2 0.1
N -3.53001 1.37062 -2.52934 0.1 0.0 -0.1
C -2.25903 0.83460 -2.38262 0.2 -0.1 0.1
O -1.62710 0.46539 -3.35943 -0.2 0.1 0.2
O -1.84376 0.78826 -1.14710 0.4 -0.1 -0.1
H -5.09901 1.20318 -1.27439 -0.1 0.0 0.0
H -4.51298 2.71632 -1.39021 -0.1 0.1 0.1
H -3.95604 1.36674 -3.43889 0.0 0.0 0.0
C 0.09903 -3.31649 3.08673 0.0 0.0 0.0
C 1.14732 -3.13432 1.99032 0.0 0.1 0.1
C 0.56263 -3.18789 0.58040 0.0 -0.1 0.0
C -0.35114 -2.01806 0.24403 0.0 0.2 0.1
N 0.39695 -0.76195 0.22443 -0.2 -0.3 -0.1
C 0.04106 0.37837 0.79041 -0.1 0.2 0.0
S -1.24093 0.52959 1.95824 0.0 0.0 -0.3
N 0.73456 1.47106 0.46653 0.2 0.0 0.2
C 1.83641 1.53835 -0.48812 -0.2 0.1 0.0
C 3.16599 1.02236 0.05120 -0.1 -0.1 0.1
C 4.30241 1.19211 -0.95251 0.0 0.0 -0.1
C 4.13867 0.33274 -2.20629 0.0 0.0 0.0
H 0.56474 -3.36781 4.07316 0.0 0.0 -0.1
H -0.46547 -4.24254 2.93787 0.0 0.1 0.0
H -0.61370 -2.48703 3.10880 0.1 -0.1 0.0
H 1.91551 -3.90550 2.08277 0.0 0.0 0.0
H 1.65852 -2.17558 2.13201 0.0 0.0 0.0
H -0.02056 -4.10654 0.45757 0.0 0.0 0.0
H 1.37045 -3.23685 -0.15827 0.0 0.0 0.0
H -1.14723 -1.91269 0.97410 0.0 0.0 0.0
H -0.81371 -2.14006 -0.73458 0.0 -0.1 -0.1
H 1.06864 -0.69458 -0.52471 0.1 0.0 0.0
H 0.49534 2.28660 1.00291 0.0 0.1 0.0
H 1.93779 2.58466 -0.77526 0.0 0.0 0.0
H 1.53291 1.01569 -1.39803 0.0 0.0 0.0
H 3.07316 -0.03500 0.32150 0.0 0.0 0.0
H 3.38865 1.55810 0.97687 0.0 0.0 0.0
H 5.24193 0.93825 -0.45850 0.0 0.0 0.0
H 4.38132 2.24758 -1.23436 0.0 0.0 0.0
H 4.01260 -0.72190 -1.94035 0.0 0.1 0.0
H 5.01385 0.40467 -2.85354 0.0 0.0 0.0
H 3.27338 0.63005 -2.80365 0.0 0.0 0.0
O -5.80034 3.13203 0.34905 0.0 0.0 0.1
C -5.22482 2.86965 1.39409 0.5 -0.3 -0.4
O -4.05937 2.30790 1.52088 -0.3 0.3 0.6
H -5.68996 3.10948 2.35627 -0.1 0.1 0.2
```
Forces are in eV/Å.

As for the energy above the lowest of the compared OMol25 structures with the same formula, charge and spin: 49.5 kJ/mol. The value obtained for the LUMO energy (spin up / spin down) is 0.5 / 0.4 eV. Its spin multiplicity is 4. As for the HOMO energy (spin up / spin down): -8.716 / -9.167 eV. Its orbital gap (spin up / spin down) is 9.25 / 9.53 eV.

Löwdin population analysis, charges in e, atoms 1 to 8:
1 Co 0.682
2 N 0.002
3 N -0.006
4 C -0.702
5 O 0.029
6 O -0.180
7 H 0.109
8 H 0.091



Molecular formula: C11H24INO5Si2
Method: DFT, wB97M-V/def2-TZVPD

XYZ file:
```
44
Properties=species:S:1:pos:R:3:forces:R:3
C -2.43662 0.61436 -0.59552 -0.1 0.3 -0.6
C -2.63703 -1.01229 -0.68852 1.6 0.4 0.0
I -4.48754 -1.33263 -1.89521 0.7 0.0 0.8
C -1.43919 -1.76626 -1.54212 -1.8 -0.1 -0.4
Si 0.30077 -1.68314 -0.72288 -0.3 1.5 0.6
O 1.06232 -0.09884 -0.75125 -1.4 -1.5 -2.8
Si 0.94340 0.67015 -2.32965 1.0 -0.9 1.1
N 1.04077 -0.45725 -3.73153 -1.0 1.6 -0.4
H -2.32713 1.04462 -1.69855 -0.2 -1.1 2.2
H -1.45954 0.91436 0.02159 -2.3 -0.9 -1.4
H -3.39064 1.15335 -0.13759 2.3 -1.5 -1.0
H -2.71001 -1.55742 0.34629 -0.3 1.3 -2.0
H -1.50133 -1.35662 -2.63700 0.2 -0.8 2.0
H -1.73629 -2.91900 -1.59971 0.7 2.4 0.1
H 1.12582 -2.74642 -1.30078 0.3 0.1 -0.3
H 0.11329 -2.03634 0.70773 0.0 0.2 -0.1
H 2.12165 1.56514 -2.43663 0.0 -0.2 0.0
H -0.22824 1.53697 -2.32938 -0.4 0.0 0.0
H 0.11093 -0.84406 -4.01234 1.1 0.3 0.4
H 1.31263 0.16697 -4.54910 -0.2 -1.2 1.2
O 7.19857 -3.32727 -1.29364 -1.7 1.1 0.0
C 6.30351 -2.54637 -1.01573 1.7 -1.2 -0.7
O 5.26554 -2.23756 -1.84726 0.7 -0.5 0.2
C 4.47280 -1.21449 -1.24669 -0.7 0.4 -0.2
C 4.76650 -1.29808 0.22833 -0.5 0.3 0.7
C 6.20284 -1.75599 0.25366 -0.3 0.0 0.5
H 4.76485 -0.24977 -1.67470 0.0 -0.1 0.0
H 3.41539 -1.39267 -1.46289 0.3 0.0 -0.2
H 4.59859 -0.35481 0.75483 -0.1 -0.1 -0.1
H 4.12943 -2.06182 0.69077 0.0 0.1 -0.1
H 6.89923 -0.91417 0.20673 0.1 -0.2 0.0
H 6.40914 -2.38164 1.12511 0.3 0.1 -0.3
O -2.18733 0.80720 2.24345 -1.8 1.1 0.4
C -3.08239 1.58810 2.52136 1.8 -1.2 -0.5
O -4.12036 1.89691 1.68983 0.5 -0.4 0.4
C -4.91309 2.91998 2.29040 -0.7 0.5 -0.2
C -4.61939 2.83639 3.76542 -0.5 0.3 0.7
C -3.18305 2.37848 3.79075 -0.3 0.0 0.5
H -4.62105 3.88470 1.86239 0.0 -0.1 0.0
H -5.97051 2.74180 2.07420 0.3 -0.1 -0.2
H -4.78730 3.77966 4.29192 0.0 -0.1 -0.1
H -5.25647 2.07265 4.22785 0.1 0.2 -0.1
H -2.48667 3.22030 3.74382 0.1 -0.2 0.0
H -2.97676 1.75283 4.66220 0.3 0.1 -0.3
```
Forces are in eV/Å.

The value obtained for the LUMO energy is 0.5 eV. As for the HOMO energy: -9.152 eV. Its orbital gap is 9.62 eV.

Löwdin population analysis, charges in e, atoms 1 to 8:
1 C -0.225
2 C -0.743
3 I 0.674
4 C -0.423
5 Si 0.537
6 O -0.489
7 Si 0.454
8 N -0.145



Molecular formula: C11H24MgN2O6S3
Method: DFT, wB97M-V/def2-TZVPD

XYZ file:
```
47
Properties=species:S:1:pos:R:3:forces:R:3
Mg -1.94398 -0.64140 0.57182 -0.7 -0.7 1.1
C -0.08023 -0.20346 -0.46081 -6.7 -0.4 4.7
O -0.53800 -1.35044 -0.53842 2.8 -10.8 -5.5
O -1.08381 0.42061 -0.83385 -2.7 7.8 -7.4
O -0.06486 -0.06129 0.76016 7.6 3.5 7.4
C -0.56043 0.27959 -4.19244 -0.2 -1.3 0.1
C -1.54606 -0.63987 -4.87795 0.1 0.4 -0.1
N -2.32840 -1.32188 -5.39420 1.0 0.8 0.8
H -0.97261 1.26037 -3.95520 0.0 -0.1 -0.4
H 0.42043 0.30452 -4.66719 -0.4 0.4 -0.8
H -0.26304 -0.18097 -3.25036 -0.5 -0.1 0.2
C 0.84309 -3.08431 -2.99251 -0.5 0.3 0.0
C 1.20716 -4.26465 -2.25299 0.7 -0.9 1.1
N 1.51570 -5.20126 -1.65395 -0.4 0.6 -0.3
H 0.87085 -2.17364 -2.39419 0.5 -0.2 0.1
H -0.22244 -3.19490 -3.19374 0.1 0.0 -0.8
H 1.50295 -3.00774 -3.85670 -0.5 0.1 -0.2
C 2.60077 1.59026 2.94045 -0.9 -0.6 0.2
S 1.69526 0.17952 3.70397 -0.5 0.4 2.3
O 2.12995 -0.07015 5.13277 0.3 0.1 -1.6
C 0.09802 1.06930 3.97677 0.3 -0.3 -0.7
H 2.09169 1.78190 1.99588 0.1 -0.3 -0.3
H 3.61011 1.20706 2.79048 0.0 0.5 0.1
H 2.46423 2.50325 3.52002 0.6 -0.2 0.3
H 0.32138 2.13340 4.05349 -0.4 0.0 -0.3
H -0.44087 0.75714 4.87134 0.6 -0.3 0.1
H -0.50162 0.75201 3.12362 -0.2 0.7 -0.2
C 0.16950 -3.18903 2.88930 -0.7 0.7 1.1
S -1.58631 -3.43457 2.34922 1.9 -1.1 -0.1
O -2.12741 -2.13541 1.75324 -0.1 0.9 -0.2
C -1.07316 -4.35723 0.89468 -0.4 -0.2 -1.2
H 0.64738 -2.42000 2.28241 0.1 -0.4 -0.4
H 0.66093 -4.15817 2.97509 -0.1 -0.1 -0.7
H 0.22981 -2.82117 3.91358 -0.5 0.2 0.1
H -1.95535 -4.42438 0.25803 -0.1 -0.1 0.0
H -0.68231 -5.36910 1.00173 -0.3 0.0 0.9
H -0.29913 -3.86173 0.30862 0.0 0.5 0.3
C -1.44213 5.59676 -1.79870 1.3 -0.1 -0.5
S 0.11309 4.51639 -1.96182 -0.2 1.3 0.7
O 1.25386 5.49432 -1.79102 -1.1 -1.1 -0.2
C 0.02519 3.64718 -0.31897 0.7 0.4 -1.4
H -1.47849 6.19509 -2.70907 0.0 -0.4 -0.3
H -1.19000 6.36090 -1.06344 -0.2 -0.5 0.6
H -2.37692 5.04745 -1.68680 0.2 0.0 0.3
H 0.96542 3.09671 -0.28638 0.2 0.2 0.1
H -0.75019 2.88123 -0.30449 -0.4 0.6 0.3
H 0.07102 4.49179 0.36852 -0.5 -0.5 0.4
```
Forces are in eV/Å.

The value obtained for the LUMO energy (spin up / spin down) is -7.0 / -6.9 eV. Its spin multiplicity is 2. As for the HOMO energy (spin up / spin down): -11.415 / -11.414 eV. Its orbital gap (spin up / spin down) is 4.42 / 4.48 eV. As for the total charge: +1.

Löwdin population analysis, charges in e, atoms 1 to 8:
1 Mg 1.005
2 C -0.714
3 O 0.088
4 O 0.077
5 O 0.070
6 C -0.056
7 C -0.244
8 N 0.128